{"formula": "C5H12N2", "method": "ωB97M-V with the def2-TZVPD basis set", "symbols": ["C", "C", "C", "C", "N", "C", "N", "H", "H", "H", "H", "H", "H", "H", "H", "H", "H", "H", "H"], "coordinates": [[0.96927, -1.04001, -2.22711], [1.28450, 0.08533, -1.17372], [-0.00732, 0.37401, -0.47976], [-0.08899, 0.41622, 0.86464], [-1.19336, 0.52911, 1.70318], [-1.12572, 1.44047, 2.85116], [0.32934, -2.23133, -1.69392], [0.35754, -0.54233, -2.98331], [1.97891, -1.32800, -2.58019], [1.97343, -0.26585, -0.41286], [1.63511, 1.00021, -1.64257], [-0.96409, 0.52118, -0.98712], [0.86229, 0.33814, 1.38267], [-2.11717, 0.42057, 1.31391], [-0.11425, 1.26756, 3.27093], [-1.34407, 2.49930, 2.61739], [-2.00428, 1.27175, 3.49239], [-0.19147, -2.65290, -2.44698], [-0.23967, -2.10344, -0.86875]], "forces_ev_per_angstrom": [[1.5908, 1.0104, 0.8989], [-1.9851, -1.0931, -0.2014], [-1.0580, 0.1812, 1.5515], [-0.1533, 0.3944, -0.1358], [0.3889, 0.0903, -0.0024], [-0.3343, -0.3221, -0.5601], [0.5102, -0.2150, -0.1908], [0.1981, -0.1464, -0.3344], [-0.6177, 0.0382, -0.6330], [0.3977, -0.0165, -0.0973], [0.4150, -0.0752, -0.4166], [0.4866, -0.0142, -0.4732], [-0.0900, -0.0106, 0.3504], [0.1552, 0.1638, -0.3413], [-0.8128, 0.4960, 0.4309], [0.7999, -0.0019, -0.3987], [0.5618, -0.6349, 0.4252], [-0.3054, -0.2411, 0.2810], [-0.1475, 0.3967, -0.1529]], "homo_lumo_gap_ev": [2.310, 7.749], "relative_energy_kcal_mol": 29.5, "spin_multiplicity": 2, "total_charge": -1, "homo_ha": [0.052, -0.153]}

{"formula": "C9H14", "method": "ωB97M-V with the def2-TZVPD basis set", "symbols": ["C", "C", "C", "C", "C", "C", "C", "C", "C", "H", "H", "H", "H", "H", "H", "H", "H", "H", "H", "H", "H", "H", "H"], "coordinates": [[2.31781, 2.02295, -1.48964], [1.79826, 1.33391, -0.47089], [2.73606, 0.70431, 0.52357], [0.31763, 1.33943, -0.24078], [-0.29588, 0.51029, 0.73683], [-1.75814, 0.26078, 0.67817], [-1.84660, -1.12693, 0.06571], [-2.12756, -1.27284, -1.25454], [-1.53459, -2.26527, 0.95917], [3.36291, 1.95953, -1.67535], [1.64423, 2.17693, -2.26681], [3.79374, 0.89701, 0.37814], [2.66924, -0.40804, 0.45576], [2.58323, 1.04745, 1.54302], [-0.39825, 1.79061, -1.01627], [0.31070, 0.11943, 1.53069], [-2.33309, 0.91089, -0.00364], [-2.26288, 0.29585, 1.61548], [-2.44643, -0.48378, -1.91888], [-2.16438, -2.22460, -1.68938], [-0.47481, -2.28783, 0.99863], [-1.87226, -3.16370, 0.56640], [-2.01894, -2.13638, 1.97462]], "forces_ev_per_angstrom": [[-0.1986, -1.7783, 0.6503], [-0.1660, 1.3689, 0.9136], [-0.0896, -1.0754, 0.3224], [-1.5687, -2.9404, 1.3744], [1.6555, 3.9975, -2.9067], [-0.3340, -0.6190, -1.3117], [-1.3818, 0.4375, -1.9433], [-0.0931, 0.7950, 2.0970], [-0.6982, 1.4517, 1.3613], [0.6689, 0.3217, -0.2077], [-0.8340, 1.2623, -1.4479], [0.0552, 0.3852, -0.6871], [-0.2562, 0.6811, 0.3853], [-0.4925, -0.2484, 0.2416], [1.4391, -0.5514, 1.0852], [0.1174, -0.4813, 0.1696], [0.7072, 0.1868, 0.2642], [-0.2259, -0.0821, 0.9899], [0.2806, 0.4276, 0.1783], [0.0338, -1.3970, -0.4710], [1.1502, -0.3225, 0.7473], [-0.5908, -1.7665, -0.8116], [0.8213, -0.0530, -0.9936]], "homo_lumo_gap_ev": 9.070, "relative_energy_kcal_mol": 61.8, "total_charge": 0, "smiles": "C=C(C)/C=C/CC(=C)C", "homo_ha": -0.303}

{"formula": "C6H9N", "method": "ωB97M-V with the def2-TZVPD basis set", "symbols": ["C", "C", "C", "C", "C", "C", "N", "H", "H", "H", "H", "H", "H", "H", "H", "H"], "coordinates": [[2.68111, 0.73117, 2.08769], [1.74988, 0.10352, 1.14703], [0.97964, -0.41045, 0.37525], [0.00149, -1.01133, -0.54170], [-1.39684, -0.47487, -0.31010], [-1.88885, 0.72271, -1.02641], [-2.32623, -0.61532, -1.42191], [2.68272, 1.81989, 1.97010], [3.70380, 0.37398, 1.92897], [2.40290, 0.50483, 3.12219], [0.00059, -2.10268, -0.42305], [0.27343, -0.80917, -1.58465], [-1.78058, -0.63161, 0.69770], [-1.24565, 1.21551, -1.75169], [-2.58202, 1.38297, -0.50858], [-3.26740, -0.80639, -1.09238]], "forces_ev_per_angstrom": [[0.0469, 0.0308, 0.0438], [-0.3054, -0.1893, -0.2843], [0.2747, 0.2066, 0.2726], [-0.0015, -0.0190, -0.0724], [0.1016, 0.0429, 0.1893], [0.1028, 0.2561, 0.0659], [-0.2467, -0.2049, -0.0663], [-0.0128, -0.1678, 0.0002], [-0.1609, 0.0350, -0.0006], [0.0286, 0.0221, -0.1569], [-0.0005, 0.1645, -0.0044], [0.0084, -0.0267, 0.1547], [0.0345, 0.0350, -0.1494], [-0.0480, -0.0617, 0.1353], [0.0709, -0.1514, -0.1014], [0.1073, 0.0281, -0.0261]], "homo_lumo_gap_ev": 10.429, "relative_energy_kcal_mol": 64.6, "total_charge": 0, "smiles": "CC#CC[C@H]1CN1", "homo_ha": -0.345}

{"formula": "C47H54BF4FeN5O3PSi", "method": "ωB97M-V with the def2-TZVPD basis set", "symbols": ["Fe", "C", "N", "C", "C", "C", "N", "C", "C", "F", "C", "F", "C", "C", "F", "C", "F", "H", "H", "H", "H", "H", "H", "H", "H", "H", "H", "H", "C", "P", "C", "C", "O", "H", "H", "H", "H", "H", "H", "H", "H", "H", "C", "C", "C", "C", "C", "C", "Si", "C", "C", "C", "C", "C", "C", "C", "C", "C", "C", "C", "C", "H", "H", "H", "H", "H", "H", "H", "H", "H", "H", "H", "H", "H", "H", "H", "C", "C", "C", "O", "B", "O", "C", "C", "C", "H", "H", "H", "H", "H", "H", "H", "H", "H", "H", "H", "H", "N", "C", "C", "C", "C", "C", "C", "C", "N", "C", "C", "N", "C", "H", "H", "H", "H", "H", "H", "H"], "coordinates": [[-0.24205, -0.03723, 0.31065], [-3.50371, -0.80963, 1.22607], [-2.22489, -1.35592, 1.65516], [-2.22189, -1.52360, 3.10099], [-1.97892, -2.64530, 1.00307], [-0.59201, -3.21156, 1.33251], [0.33741, -2.11625, 1.39312], [1.52092, -2.22159, 1.97740], [2.23160, -1.02641, 2.27103], [1.63523, 0.16385, 1.91395], [3.45991, -0.99374, 2.86806], [4.06509, 0.19707, 3.07341], [4.09350, -2.15201, 3.28333], [3.44350, -3.34424, 3.00767], [4.05193, -4.49326, 3.35565], [2.22329, -3.39432, 2.37267], [1.71645, -4.61294, 2.05954], [-4.34160, -1.49478, 1.43193], [-3.47482, -0.60153, 0.15837], [-3.70155, 0.12686, 1.74924], [-2.95782, -2.27549, 3.42526], [-2.47076, -0.57758, 3.58365], [-1.23021, -1.83306, 3.42665], [-2.04204, -2.47870, -0.07517], [-2.74515, -3.38482, 1.29072], [-0.32652, -3.94179, 0.55839], [-0.62185, -3.75245, 2.28705], [5.05520, -2.13027, 3.76885], [0.39119, 4.90079, -1.21116], [1.04362, 3.48979, -0.26598], [2.79381, 3.38592, -0.72868], [1.00865, 3.96113, 1.49316], [0.29606, 2.23234, -0.52622], [0.95649, 5.80871, -1.00582], [-0.65890, 5.05139, -0.96453], [0.47172, 4.65207, -2.26914], [3.27943, 4.35934, -0.68320], [2.83724, 2.97738, -1.73789], [3.28001, 2.69312, -0.04249], [1.65883, 4.80669, 1.71054], [1.32908, 3.08337, 2.05556], [-0.01872, 4.20008, 1.76924], [0.55871, 2.31657, -5.08772], [-0.46759, 2.70324, -4.23629], [-1.03138, 1.78438, -3.36680], [-0.60755, 0.45388, -3.35192], [0.44793, 0.09050, -4.18722], [1.02716, 1.01202, -5.04628], [-1.46757, -0.82079, -2.24103], [-3.33189, -0.82472, -2.65759], [-4.22545, -1.66724, -1.98840], [-5.59196, -1.58723, -2.19904], [-6.10830, -0.67345, -3.10633], [-5.23962, 0.15136, -3.80431], [-3.87340, 0.07823, -3.57702], [-0.82319, -2.55006, -2.70668], [0.26589, -3.11128, -2.03648], [0.75890, -4.35623, -2.40015], [0.16387, -5.06838, -3.43225], [-0.92889, -4.53013, -4.09690], [-1.41183, -3.27989, -3.74101], [0.98719, 3.02838, -5.78205], [-0.83649, 3.72217, -4.26371], [-1.81887, 2.09642, -2.69013], [0.81042, -0.93027, -4.17061], [1.83660, 0.71070, -5.69955], [-3.84755, -2.40618, -1.29191], [-6.25955, -2.23797, -1.64859], [-7.17544, -0.60625, -3.27164], [-5.62530, 0.85591, -4.53046], [-3.21086, 0.73327, -4.12752], [0.72823, -2.55868, -1.22356], [1.60667, -4.78065, -1.87678], [0.55208, -6.03651, -3.72164], [-1.40480, -5.08447, -4.89593], [-2.25658, -2.85837, -4.27361], [5.38497, -1.27205, -0.31946], [4.17182, -1.43092, -1.23009], [4.15276, -2.85521, -1.78060], [2.97668, -1.27511, -0.43634], [2.15761, -0.35771, -1.00900], [2.70435, 0.22719, -2.10653], [4.02811, -0.31152, -2.33385], [5.02092, 0.84161, -2.19655], [4.07887, -0.82346, -3.76941], [5.40508, -2.10663, 0.38088], [5.32718, -0.34918, 0.25487], [6.30685, -1.29182, -0.90090], [4.18894, -3.55006, -0.94199], [5.00926, -3.04273, -2.42697], [3.23297, -3.04045, -2.33241], [4.97573, 1.28602, -1.20404], [4.76183, 1.60717, -2.92838], [6.03852, 0.50892, -2.39725], [3.28993, -1.54963, -3.95355], [5.04440, -1.27586, -3.99376], [3.92866, 0.01870, -4.44426], [-3.68185, 3.61794, 10.13154], [-3.38287, 3.46009, 9.03322], [-3.03687, 3.26397, 7.66694], [-3.49933, 4.15120, 6.69321], [-3.22489, 3.92922, 5.36055], [-2.49579, 2.80795, 4.96574], [-1.99315, 1.94724, 5.94198], [-2.25543, 2.17554, 7.27575], [-2.27741, 2.54161, 3.60008], [-2.97074, 3.08195, 2.53340], [-2.46172, 2.50586, 1.41118], [-1.46954, 1.62927, 1.75777], [-1.37746, 1.67288, 3.05975], [-4.07683, 5.01392, 6.99351], [-3.57688, 4.63953, 4.62675], [-1.40627, 1.08550, 5.65841], [-1.86514, 1.50474, 8.02761], [-3.76919, 3.78886, 2.65271], [-2.73052, 2.66973, 0.38192], [-0.65984, 1.10602, 3.62607]], "forces_ev_per_angstrom": [[0.0083, -0.8297, -0.3432], [-0.0491, 0.0150, 0.0111], [-0.2127, -0.1171, -0.0301], [0.1550, 0.0161, -0.0529], [0.1963, -0.0887, -0.0183], [-0.0127, 0.0845, 0.0777], [-0.3276, 1.5737, -0.8799], [0.3969, 0.0527, 0.2662], [-0.0823, -0.1379, 0.1313], [0.0463, -0.0081, 0.1041], [-0.0052, -0.0099, 0.1033], [-0.0832, 0.0390, -0.0271], [0.0378, -0.0705, -0.1104], [0.1906, 0.2671, 0.0544], [-0.1311, -0.0585, -0.0645], [-0.2038, 0.0546, -0.0931], [-0.0154, 0.0367, 0.0368], [0.0190, -0.0218, -0.0274], [-0.0226, 0.0066, 0.0013], [0.0140, -0.0180, 0.0321], [0.0022, 0.0096, -0.0008], [-0.0580, -0.0096, 0.0062], [0.0294, -0.0228, 0.0602], [-0.0234, -0.0346, 0.0592], [-0.0439, 0.0632, -0.0828], [-0.1336, -0.0719, 0.0662], [-0.0455, -0.0266, -0.0292], [0.0364, -0.0055, 0.0237], [0.1034, -0.3973, 0.1949], [0.4914, 0.6966, 0.1034], [-0.4853, -0.0627, 0.1630], [-0.0593, -0.1568, -0.4425], [-0.4942, -0.8958, 0.1988], [0.0089, 0.0239, 0.0427], [-0.0238, 0.0137, 0.0204], [-0.0095, -0.0061, -0.0257], [0.0175, 0.0300, 0.0132], [0.0504, -0.0282, -0.0117], [0.0785, -0.0378, -0.0292], [0.0322, 0.0226, -0.0169], [0.0533, 0.0335, 0.0646], [-0.0142, 0.0142, 0.0292], [0.0707, -0.0142, -0.0133], [-0.0385, 0.1140, 0.0409], [0.1067, -0.0669, -0.0648], [-0.3286, -0.3323, -0.0973], [-0.1565, 0.0598, -0.0492], [0.0586, 0.0516, -0.0583], [0.8587, 0.2946, 0.8249], [0.2325, 0.2442, 0.0921], [0.0915, -0.0623, -0.0867], [-0.0933, -0.0845, 0.0165], [0.0451, 0.0530, -0.0173], [-0.0828, 0.0096, -0.0491], [0.0923, -0.0179, 0.0363], [-0.1079, 0.3579, 0.1331], [-0.0317, 0.0681, -0.0986], [0.0835, -0.1213, -0.0277], [-0.0073, 0.0475, 0.0106], [-0.0253, -0.0274, -0.0826], [-0.0111, 0.0064, 0.0582], [0.0219, 0.0148, -0.0001], [-0.0086, 0.0262, 0.0013], [-0.0442, 0.0611, 0.0012], [0.0002, -0.0290, -0.0502], [0.0141, -0.0200, -0.0140], [-0.0167, -0.0153, 0.0294], [-0.0109, -0.0485, -0.0134], [-0.0263, -0.0181, 0.0036], [-0.0160, 0.0155, -0.0081], [-0.0300, 0.0191, -0.0423], [0.0088, -0.0917, 0.0527], [0.0096, 0.0084, 0.0526], [-0.0141, -0.0311, 0.0353], [0.0127, -0.0062, -0.0329], [-0.0455, -0.0401, -0.0137], [-0.2772, -0.0339, -0.0084], [0.3335, -0.1744, -0.2354], [-0.1463, 0.1929, 0.0613], [0.0169, -0.1886, 0.2563], [-0.6357, 0.0007, 0.2205], [-0.1892, 0.3148, -0.1441], [0.3222, -0.0311, -0.1349], [-0.2348, -0.0848, 0.0390], [-0.1498, 0.0648, 0.1420], [-0.0029, 0.0283, 0.0666], [0.0828, 0.0333, 0.0025], [0.0330, 0.0346, 0.0147], [-0.0106, -0.0240, 0.0197], [0.0247, -0.0272, -0.0196], [0.0331, -0.0349, -0.0653], [0.0661, 0.0119, 0.0223], [-0.0018, 0.0227, -0.0016], [0.0349, 0.0021, 0.0318], [0.0063, -0.0497, -0.0347], [0.0316, -0.0258, 0.0081], [-0.0099, 0.0083, -0.0221], [0.0278, -0.0037, -0.0312], [-0.0725, 0.0958, 0.5107], [0.1537, -0.0724, -0.7468], [0.0122, -0.1167, 0.2872], [0.0957, -0.0807, -0.2920], [-0.0326, 0.1017, 0.6298], [0.0070, -0.0066, -0.3317], [-0.1158, 0.1454, 0.2337], [0.0746, 0.0163, -0.3129], [-0.1017, 0.0157, -0.2468], [-0.0130, 0.2042, 0.0631], [0.6480, -0.4881, -0.1280], [0.1397, -0.0989, -0.1335], [-0.0256, 0.0126, -0.0240], [-0.0162, -0.0115, -0.0162], [-0.0314, -0.0514, 0.0183], [-0.0162, -0.0555, -0.0057], [-0.0351, -0.0011, 0.0516], [-0.0626, -0.0230, -0.0193], [-0.0057, 0.0157, 0.1278]], "homo_lumo_gap_ev": [5.833, 5.879], "spin_multiplicity": 6, "total_charge": 0, "homo_ha": [-0.235, -0.239]}

no.,E_tot (Eh)
1,-307.11518
2,-351.23178
3,-288.67910
4,-4641.78582